[1]
13
Properties=species:S:1:pos:R:3 method="wB97M-V/def2-TZVPD" homo_ev=-10.2476 orbital_gap_ev=11.08 lumo_energy_ev=0.834 de_lowest_ev=1.4792
C -1.616 -0.731 -0.139
C -0.275 -0.128 0.149
C 0.221 1.290 0.018
C 0.965 0.128 -0.632
C 1.687 -0.464 0.540
O 2.809 -0.577 0.926
O 0.516 -0.706 1.240
H -2.305 -0.542 0.692
H -1.574 -1.815 -0.298
H -2.035 -0.268 -1.037
H 0.620 1.725 0.931
H -0.151 2.021 -0.695
H 1.138 0.065 -1.698

=====

[2]
13
Properties=species:S:1:pos:R:3 method="wB97M-V/def2-TZVPD" homo_ev=-9.1146 orbital_gap_ev=9.30 lumo_energy_ev=0.187 smiles="O[C@H]1C=C[C@H]2O[C@@H]12" de_lowest_ev=3.2507
O -2.069 -0.513 -0.595
C -0.972 0.309 -0.330
C -0.434 0.316 1.104
C 0.889 0.554 1.134
C 1.394 0.154 -0.168
O 0.585 -1.410 -0.346
C 0.270 -0.221 -1.003
H -1.689 -1.406 -0.568
H -1.243 1.339 -0.601
H -1.060 0.089 1.956
H 1.518 0.758 1.994
H 2.424 0.301 -0.501
H 0.373 -0.274 -2.080